{"formula": "C62H168N9O19", "method": "ωB97M-V/def2-TZVPD", "elements": ["O", "O", "O", "O", "O", "O", "O", "O", "O", "O", "O", "O", "O", "O", "O", "O", "O", "O", "O", "N", "N", "N", "N", "N", "N", "N", "N", "N", "C", "C", "C", "C", "C", "C", "C", "C", "C", "C", "C", "C", "C", "C", "C", "C", "C", "C", "C", "C", "C", "C", "C", "C", "C", "C", "C", "C", "C", "C", "C", "C", "C", "C", "C", "C", "C", "C", "C", "C", "C", "C", "C", "C", "C", "C", "C", "C", "C", "C", "C", "C", "C", "C", "C", "C", "C", "C", "C", "C", "C", "C", "H", "H", "H", "H", "H", "H", "H", "H", "H", "H", "H", "H", "H", "H", "H", "H", "H", "H", "H", "H", "H", "H", "H", "H", "H", "H", "H", "H", "H", "H", "H", "H", "H", "H", "H", "H", "H", "H", "H", "H", "H", "H", "H", "H", "H", "H", "H", "H", "H", "H", "H", "H", "H", "H", "H", "H", "H", "H", "H", "H", "H", "H", "H", "H", "H", "H", "H", "H", "H", "H", "H", "H", "H", "H", "H", "H", "H", "H", "H", "H", "H", "H", "H", "H", "H", "H", "H", "H", "H", "H", "H", "H", "H", "H", "H", "H", "H", "H", "H", "H", "H", "H", "H", "H", "H", "H", "H", "H", "H", "H", "H", "H", "H", "H", "H", "H", "H", "H", "H", "H", "H", "H", "H", "H", "H", "H", "H", "H", "H", "H", "H", "H", "H", "H", "H", "H", "H", "H", "H", "H", "H", "H", "H", "H", "H", "H", "H", "H", "H", "H", "H", "H", "H", "H", "H", "H", "H", "H", "H", "H", "H", "H", "H", "H", "H", "H", "H", "H"], "positions_angstrom": [[2.686522, -6.678654, -0.617636], [-1.081968, -3.177456, -1.805329], [5.923738, -2.387644, -5.716686], [-2.679635, -5.179595, 4.302929], [4.068168, -3.341459, 4.623660], [3.907620, 4.869110, 2.083309], [-0.160630, 0.552355, 6.486920], [3.600360, 6.192889, -2.370673], [-0.145103, 4.172946, -4.885509], [-4.261335, 6.425021, -1.135265], [5.516422, -0.191366, -0.809290], [-4.756031, 1.461626, -1.241041], [-2.453097, -0.410546, -1.115740], [-4.105113, -3.019115, -1.148719], [-4.090194, 0.279594, -6.366966], [-3.903316, 1.276937, 4.161409], [-1.585543, 8.363983, 2.205975], [-3.058310, -1.643912, -3.764371], [1.554835, -4.611089, 4.757566], [3.234983, -3.540628, -5.267160], [-3.614278, 6.082277, 1.509076], [0.407221, 2.663949, -8.167169], [1.427949, -3.815447, -2.684773], [-5.945282, -1.836537, 3.338153], [5.388313, -3.161415, -3.076453], [-1.089210, -0.425538, -0.689947], [-3.643109, -8.622076, 5.243138], [2.447211, -0.725534, 8.930924], [7.372217, -2.319214, -2.219647], [4.942156, -2.541526, -6.738703], [-1.413668, 7.146526, 1.504291], [3.048939, -1.490050, 3.450396], [-1.745862, 4.558491, 1.979267], [5.176892, -1.030438, -1.887449], [-5.747455, -0.444315, 3.822908], [-4.939791, 0.870131, -5.365070], [4.376121, -2.135622, 3.949732], [2.541070, -3.731770, -0.586754], [1.191575, -5.581953, 3.828996], [-6.306314, -0.409220, 5.271169], [-3.413453, 5.928476, -2.171457], [-6.125863, 0.648044, 0.487878], [5.117494, 1.149316, -0.963148], [-0.448679, 1.848719, -1.635450], [-4.442642, 5.425023, -3.240791], [-1.463813, -1.682673, 1.331351], [-5.743243, 0.570101, -0.992069], [1.181163, -0.191610, 8.407221], [5.869550, -2.342228, -1.942294], [0.689638, -0.584686, 1.130560], [-2.273025, 6.002553, 2.047338], [-0.690415, 5.537960, -4.780431], [-0.174470, -0.340243, -3.064154], [1.535675, -6.964976, 4.380426], [-0.838536, -0.375620, 0.780169], [-5.978297, 1.875915, -6.011846], [2.998391, 3.759755, -2.491603], [1.929431, 4.087592, -6.983220], [3.338161, 3.604616, 2.018010], [-0.643438, 9.320554, 1.783861], [-3.111326, -7.311802, 5.507130], [0.746656, 0.930648, 9.324644], [-3.982888, 1.658479, -4.499189], [0.755594, 3.102177, -6.809229], [1.771577, -6.013165, -1.480335], [-2.456987, 4.817336, -1.676717], [-4.273406, -0.015916, 3.719232], [1.664225, 5.456863, -1.240603], [1.614251, 0.293949, 0.319067], [1.165905, 0.245297, 6.872756], [-0.132111, 0.264717, -1.636002], [3.152688, -1.104792, -5.576232], [5.300068, -2.424951, 2.807399], [1.603522, -5.311454, 2.410811], [-4.482570, 2.363520, 3.455999], [2.295139, -4.611660, -1.806323], [1.353416, 0.137752, -1.135449], [-1.708340, -7.475441, 6.067224], [-3.191194, -6.513164, 4.173074], [2.577065, 5.234453, -2.447545], [3.836360, 2.653635, 3.086486], [3.539315, -2.457662, -6.191268], [-1.380578, 0.908215, 1.410186], [1.829848, 3.679056, 1.977247], [7.295800, -2.525746, -6.171060], [-0.505654, 3.591072, -6.132932], [2.190520, -7.943620, -0.338697], [-0.366749, 0.501418, 5.049831], [-2.797772, -4.481076, 3.039547], [-6.953566, 1.055564, -1.837835], [-3.848056, -4.468028, 2.748274], [-6.261020, 0.604037, 5.670359], [-6.594140, -0.295470, 0.768257], [-3.264043, -9.238863, 5.947400], [1.285381, 6.465953, -1.402830], [-3.947953, -0.121118, 2.684281], [2.184779, 4.435529, -5.982304], [3.235434, -3.684662, 4.291446], [0.834589, -7.657477, 3.914560], [-0.513061, 5.928667, -3.778439], [-0.366897, 6.875053, 1.640917], [-1.373889, 0.891526, 4.902897], [4.718652, -3.002038, 2.088349], [-3.336554, 0.941863, -3.992424], [-3.576382, -2.412794, -0.630014], [-5.147142, 6.195343, -3.554437], [-4.464498, 2.123255, -3.638877], [1.556775, 1.628237, 9.537162], [2.910110, -8.484077, 0.276285], [-7.889624, 0.642474, -1.461996], [2.192794, 5.408482, -0.288568], [-1.052881, -2.567521, 0.845260], [-0.656551, 4.524487, 1.998040], [2.137257, -1.037900, -5.185681], [-4.266891, 2.289196, 2.390143], [7.672329, -1.971722, -3.208223], [-6.921560, -2.094602, 3.358057], [-2.145842, -4.868379, 2.256547], [4.898170, 2.523536, 2.877339], [-3.723896, -6.884737, 6.301153], [5.683312, -1.483048, 2.414923], [-0.814808, 9.751567, 0.797474], [-2.393326, 1.144629, 1.083770], [1.812037, 1.074044, 6.583294], [2.754544, 3.608492, -7.510229], [-3.088634, -9.013083, 4.494953], [3.569431, 3.182080, 1.040214], [0.795145, -4.273997, 5.238020], [3.371382, -0.747353, 2.720651], [2.975570, -4.295993, 0.238447], [1.752384, 5.009688, -7.536835], [-2.920543, -1.053616, -3.023560], [-0.584109, 10.113535, 2.529359], [5.739161, -2.844823, -0.983916], [2.236264, -1.226767, 9.782026], [2.939045, -2.478510, -7.100849], [0.708759, 0.046094, -3.572843], [-3.955005, 0.937423, -1.313009], [5.837468, -4.060759, -2.978753], [-5.568480, 2.741350, -6.532598], [-1.622884, 7.253813, 0.439951], [7.697564, -3.359058, -2.188463], [2.523842, -7.299125, 4.064229], [5.320561, -0.482250, -2.818555], [-5.514595, 0.124866, -4.815279], [2.657948, -0.005838, 0.413633], [3.476870, 3.632381, -3.462648], [-1.922926, 3.881717, 1.143357], [5.491864, 1.717207, -1.814870], [0.803603, -5.926983, -0.986675], [-0.182062, 6.305431, -5.364106], [1.268427, -7.990933, 0.240622], [-2.993526, 4.159919, -0.992588], [-2.780972, 6.713578, -2.585798], [-2.673039, -7.042488, 3.373425], [-4.967911, 4.605408, -2.750465], [1.582119, -3.428927, -0.166272], [-5.259834, 0.775702, 1.137339], [2.065376, -8.629712, -1.176377], [-6.634487, 2.310728, -5.257885], [-1.256347, 0.849377, 2.491478], [1.780644, -2.874914, -2.579364], [0.378892, 0.541392, 10.274027], [-7.351921, -0.716715, 5.254998], [3.809882, -0.875951, -4.737291], [-3.394026, 2.452761, -4.957952], [7.472940, -3.600486, -6.211717], [2.691666, -5.312632, 2.474264], [-2.558595, -3.435810, 3.235284], [-6.837665, 0.657215, -2.845797], [7.886477, -1.713733, -1.473301], [3.868054, -3.495221, -4.481499], [-4.176192, 3.319823, 3.879932], [0.066461, 2.335739, -0.807479], [0.803229, 4.790149, -1.192796], [4.930546, -1.418550, 4.555138], [1.607520, -0.571736, 6.302184], [3.337137, -4.482836, -5.616316], [5.061862, -1.745543, -7.473683], [1.697773, -4.024160, -3.635432], [1.301068, -4.360766, 1.971708], [0.106280, -5.480766, 3.826197], [2.836665, -1.436112, 8.328023], [-1.500128, 2.135926, -1.644235], [-6.784642, 1.505711, 0.623923], [3.387517, 1.676181, 2.909761], [8.095990, -2.216636, -5.498557], [1.086100, -1.586960, 0.968174], [2.371447, -1.031324, 4.170587], [-2.169191, 3.923329, 2.757376], [1.948697, 0.960884, -1.530683], [1.540908, 4.638979, 2.405215], [3.529602, 5.267529, 2.870687], [-4.170666, 5.497726, 2.116391], [0.208570, 1.239922, 4.491507], [7.443760, -2.121190, -7.172325], [-1.414103, -1.734865, 2.418967], [1.687496, -6.582369, -2.406104], [-4.620200, -0.087002, -7.078517], [-3.989257, 5.049267, -4.158047], [4.222055, 6.036401, -1.656099], [2.072954, 5.462899, -3.386577], [1.501334, 1.356470, 0.534447], [-1.632814, 5.333119, -1.183959], [-2.135194, 4.201428, -2.516483], [4.028264, 1.190551, -0.963009], [-1.089071, -2.388196, -1.263809], [-0.178725, -0.484227, 4.624108], [3.217635, -4.725128, -2.375736], [-5.580363, -0.954294, 5.874477], [-1.073080, -8.212769, 5.576428], [5.090189, -3.470552, -7.289246], [-0.765716, 1.760482, 1.120909], [4.113321, -1.189410, -1.709579], [1.132253, 2.235180, -6.266504], [-7.027693, 2.142852, -1.857818], [-3.483291, -1.100805, -4.428191], [-5.563031, 2.398444, 3.595638], [1.837373, -0.686196, -1.659851], [-2.505350, -1.777606, 1.024285], [2.456604, -2.193651, 2.865429], [5.456736, 1.618498, -0.039635], [-3.686308, -0.688645, 4.344419], [-3.917908, 7.001078, 1.798434], [-6.261161, 0.379450, 3.327304], [-2.474733, 6.357489, 3.057997], [1.220252, 2.306715, -8.648269], [-1.768004, 5.626340, -4.918518], [-0.018803, -1.418186, -3.107929], [0.543360, -1.074581, 8.448203], [-1.116855, 2.717297, -5.907002], [-1.057950, 4.259458, -6.793493], [-0.116355, 2.327387, -2.556614], [6.142476, -3.050797, 3.101947], [-3.854784, 6.162191, -0.306266], [0.860017, -0.311472, 2.171912], [3.296522, -0.330412, -6.329708], [-1.651192, -7.753915, 7.119505], [-5.472551, -0.414590, -1.373124], [3.784419, 3.544300, -1.767834], [5.720513, -2.802324, -3.960080], [-0.155471, -3.403147, -1.888449], [-4.962157, -3.015262, -0.722488], [-1.052403, -0.168560, -3.686943], [0.238483, 3.490015, -8.723265], [-5.482270, -2.483364, 3.960513], [1.357995, -6.098363, 1.697666], [2.169094, 3.058951, -2.395456], [0.393534, 8.988379, 1.833468], [3.748255, 2.949997, 4.131711], [-1.184403, -6.528810, 5.935017], [-0.002102, 1.616251, 8.927901], [-6.671804, 1.411444, -6.712846], [-4.233491, -6.364589, 3.890866], [3.203899, -2.873318, -0.695443], [1.365159, 2.920213, 2.606787], [1.515943, 3.634487, 0.934377], [1.451709, -7.038869, 5.464671]], "forces_ev_per_a": [[-0.43, 0.28, -0.47], [-0.85, -0.06, 0.58], [1.10, 0.70, -0.10], [0.47, -0.21, -0.77], [0.79, 0.32, 0.67], [0.51, 0.72, -0.05], [0.13, -0.51, -1.11], [0.79, 0.23, -0.76], [-1.18, 2.51, 0.00], [0.71, 0.13, -0.90], [1.63, -0.11, 0.07], [2.54, 1.41, -0.70], [5.08, -0.06, 1.87], [-0.20, -0.28, -0.07], [-0.30, -0.12, 0.40], [-0.34, 0.51, 0.52], [-0.34, -0.20, -0.22], [-0.09, -0.21, -0.39], [1.59, 1.61, 0.46], [-0.52, -0.09, 0.20], [-0.68, 0.07, -0.32], [-0.62, -0.50, -0.35], [0.06, -0.56, 0.09], [0.46, 1.12, -1.07], [-1.54, -0.28, 1.08], [-3.22, 1.33, -1.87], [-0.41, -1.32, -0.45], [0.80, 0.48, -0.48], [0.49, 0.62, 1.08], [0.73, 0.78, -0.16], [0.73, -0.97, -0.27], [1.08, 0.19, -0.65], [0.72, -0.28, 0.13], [-1.32, 1.09, -0.13], [-0.45, 0.19, 1.67], [-0.32, 2.45, -1.77], [-1.34, -0.03, -0.11], [0.10, -1.06, 1.30], [-3.01, -0.79, 0.40], [1.26, 1.22, -0.64], [-1.41, -0.77, -0.89], [0.16, -0.82, -0.24], [-0.38, -0.28, 1.11], [-0.08, -0.99, -0.48], [0.98, -0.07, 0.43], [-1.10, 0.37, -0.47], [-3.01, 0.19, 0.12], [-0.11, 0.09, -1.10], [1.75, -0.87, -1.16], [0.23, 1.22, -0.49], [-0.18, 0.52, 0.69], [0.72, -0.37, 1.03], [0.30, 0.03, 0.11], [0.00, -0.24, -1.06], [0.52, -2.03, 0.50], [-0.10, -0.51, 0.32], [1.06, 0.72, -0.87], [-0.37, 0.41, 1.43], [-0.81, -1.27, -0.14], [0.59, 0.71, 0.75], [0.73, 0.03, -0.17], [-0.36, 0.66, 0.22], [-0.10, -0.41, 1.65], [1.04, 0.32, -1.99], [0.23, 1.01, 0.06], [-1.01, 0.64, -0.35], [0.17, -0.64, 0.00], [-0.57, 0.67, -0.70], [-0.19, -0.35, -0.11], [0.65, -0.49, 0.98], [0.08, 1.28, -0.21], [0.91, 0.05, 0.28], [-0.05, -0.23, -0.51], [1.69, -0.04, 0.10], [-0.58, -0.38, 0.21], [0.95, 0.73, -0.15], [-0.50, 0.48, -1.66], [1.06, 1.15, -0.13], [-0.23, 0.90, 1.14], [-0.78, -1.00, 1.37], [1.02, -0.42, -0.69], [-0.55, -0.07, 0.05], [0.58, 0.12, -0.24], [-0.38, 0.46, 0.42], [-0.85, -1.47, -0.31], [0.68, -0.52, 0.38], [0.63, -1.66, 0.98], [-0.30, 0.93, 1.23], [-0.34, 0.24, 1.38], [0.07, -1.04, 0.05], [-0.06, -0.28, -0.41], [-0.14, 0.21, 0.02], [-0.38, 0.16, 0.29], [-0.54, -0.09, 0.87], [-0.20, 0.16, 0.55], [-0.02, -0.26, -0.25], [0.72, -0.05, 0.04], [-0.36, -0.08, 0.22], [-0.04, -0.27, 0.14], [0.07, -0.60, 0.38], [0.28, -0.26, -0.26], [-0.32, -0.69, 0.00], [0.20, 0.13, -0.55], [0.55, 0.09, -0.24], [0.27, 0.27, -0.03], [0.03, 0.11, 0.38], [-0.50, 0.08, -0.14], [0.48, -0.40, 0.04], [0.29, 0.29, 0.19], [-0.09, 0.02, 0.10], [0.24, 0.03, -0.10], [0.62, 0.06, 0.29], [0.04, 0.16, 0.65], [-0.07, -0.43, -0.32], [0.10, 0.22, -0.13], [-0.45, 0.35, -0.07], [-0.12, 0.19, -0.05], [-0.05, -0.23, -0.01], [0.22, -0.09, 0.31], [-0.14, 0.50, -0.29], [-0.03, -0.11, -0.46], [-0.30, -0.15, -0.10], [-0.12, -0.27, 0.26], [0.22, 0.50, 0.63], [0.11, -0.19, 0.41], [-0.13, 0.11, -0.96], [0.80, -0.01, 0.00], [0.00, -0.13, -0.17], [-0.28, 0.43, -0.01], [0.25, -0.26, -0.10], [-0.71, -0.08, -0.24], [0.09, -0.02, 0.54], [-0.74, 0.21, -0.06], [-0.30, -0.27, -0.05], [-0.03, 0.14, 0.27], [-0.38, -0.71, -0.02], [-0.06, 0.46, -0.15], [0.64, 0.25, 0.04], [-0.13, -0.27, 0.01], [0.63, -0.23, 0.03], [0.06, 0.26, -0.29], [0.31, 0.06, 0.34], [0.23, 0.14, 0.15], [-0.04, 0.00, -0.36], [0.22, -0.17, 0.17], [0.13, 0.19, 0.69], [0.00, -0.47, -0.14], [-0.68, 0.97, -0.92], [0.31, -0.41, -0.31], [-0.34, -0.10, -0.04], [0.18, -0.47, -0.83], [-0.40, 0.55, -0.05], [0.03, -0.01, 0.16], [-0.08, 0.39, -0.08], [0.19, -0.21, -0.09], [-0.24, -0.02, -0.18], [-0.24, 0.35, -0.24], [0.11, -0.07, -0.22], [-0.15, 0.42, -0.70], [0.10, -0.15, 0.39], [-0.49, -0.14, 0.06], [-0.04, 0.39, -0.07], [0.02, 0.03, 0.06], [0.27, -0.40, 0.37], [0.12, 0.08, 0.08], [-0.11, -0.37, -0.59], [0.08, -0.29, -0.47], [0.41, 0.17, -0.54], [0.27, -0.12, 0.06], [-0.02, 0.32, -0.20], [0.38, -0.14, 0.06], [0.09, 0.26, 0.45], [0.66, -0.24, 0.01], [-0.12, 0.02, 0.07], [0.00, -0.19, -0.15], [-0.36, -0.19, 0.88], [-0.35, -0.58, -0.21], [0.01, 0.07, -0.65], [0.19, 0.29, -0.19], [-0.41, -0.04, -0.50], [-0.27, 0.04, 0.41], [-0.50, -0.65, -0.13], [0.04, -0.06, -0.36], [-0.20, -0.53, 0.48], [-0.12, -0.09, 0.18], [-0.17, -0.06, 0.27], [-0.74, 0.84, 0.37], [-0.73, -0.32, 0.09], [0.38, -0.07, 0.32], [0.26, 0.39, 0.61], [-0.50, 0.34, -0.79], [-0.30, 0.13, -0.10], [0.15, 0.39, 0.14], [-0.42, -0.49, -0.23], [0.82, 0.09, 0.19], [-0.06, 0.27, 0.09], [0.20, 0.00, -0.07], [-0.28, -0.07, -0.15], [-0.17, -0.08, -0.01], [0.27, -0.13, 0.02], [-0.14, -0.31, 0.24], [-0.26, 0.01, 0.12], [0.12, -0.02, 0.44], [0.26, -0.47, 0.12], [0.35, 0.18, -0.02], [-0.25, 0.21, -0.21], [-0.22, 0.17, -0.02], [-0.19, -0.18, 0.11], [0.53, -0.30, 0.44], [-0.64, -0.60, 0.37], [-0.33, -0.16, -0.53], [-0.02, -0.38, 0.15], [0.11, 0.03, -0.18], [-0.44, -0.40, -0.78], [0.00, -0.05, 0.12], [0.17, -0.03, 0.09], [-0.07, 0.09, -0.42], [-0.29, -0.26, -0.19], [-0.19, -0.73, 0.61], [-0.32, 0.43, 0.37], [0.08, -0.40, 0.07], [-0.01, 0.30, -0.11], [0.24, -0.13, -0.02], [-0.44, 0.51, -0.42], [-0.65, -0.84, -0.95], [1.14, -0.73, 0.87], [0.25, -0.52, 0.27], [-0.04, -0.49, -0.35], [-0.25, -0.10, 0.55], [-1.08, 0.50, -0.21], [-0.26, -0.02, -0.27], [-0.03, 0.22, 0.10], [0.53, -0.30, -0.18], [-0.04, 0.10, 0.25], [-0.12, 0.03, 0.96], [-0.45, -0.31, 0.26], [-0.04, 0.14, 0.04], [-0.44, 0.16, 0.12], [0.04, -0.35, 0.48], [-0.15, 0.00, 0.39], [0.10, 0.38, -0.04], [0.67, -0.47, -0.58], [-0.26, -0.01, 0.16], [-0.04, 0.35, 0.37], [-0.50, 0.36, 0.01], [0.21, 0.05, 0.20], [-0.23, -0.13, 0.28], [-0.04, 0.22, 0.01], [0.11, -0.82, -0.35], [-0.39, 0.23, -0.09], [0.23, 0.16, 0.32], [-0.43, -0.54, -0.29], [0.13, -0.40, -0.12], [-0.27, -0.62, -0.08], [-0.19, 0.07, -0.59], [-0.14, -0.20, -0.30], [-0.51, 0.01, 0.24], [-0.06, 0.22, -0.13]], "spin_multiplicity": 2, "charge": 0, "gap_ev": [9.6, 8.1], "homo_energy_ev": [-9.193, -9.191]}